*i*
ORCA calculation (ωB97M-V/def2-TZVPD) on a cluster of 9 separate species, C18H36Br18 in total.

Last column: Löwdin charge in e.
CARTESIAN COORDINATES (ANGSTROEM)
H1 18.99 25.36 7.05  0.023
H2 17.53 25.14 12.97  0.046
C1 16.66 25.05 11.00  -0.649
Br1 20.66 25.03 5.24  0.657
H3 12.76 24.46 6.98  0.057
Br2 14.82 24.80 11.77  0.552
H4 20.58 25.81 7.68  0.004
H5 15.13 24.77 7.88  0.059
H6 16.62 25.64 10.08  0.042
C2 17.51 25.77 12.08  -0.686
Br3 22.99 22.37 7.35  0.592
C3 20.66 19.00 4.89  -0.728
H7 23.39 21.59 12.68  0.053
H8 23.17 25.09 6.15  -0.009
H9 20.50 19.08 3.82  0.060
C4 15.80 20.43 5.07  -0.698
H10 15.79 21.27 5.77  -0.036
H11 19.49 20.20 8.89  0.030
Br4 12.78 22.21 6.16  0.648
Br5 16.82 27.51 12.68  0.568
H12 20.64 27.82 6.65  0.066
Br6 24.91 22.12 10.14  0.622
H13 20.78 21.25 8.59  -0.028
H14 16.03 20.56 11.05  0.064
C5 15.59 18.79 9.90  -0.692
H15 18.20 22.20 9.92  -0.010
H16 25.13 23.80 7.49  0.043
H17 19.68 21.73 10.77  -0.015
H18 19.17 27.48 5.66  0.052
H19 16.89 19.76 3.27  0.070
C6 14.91 23.82 7.39  -0.574
H20 14.91 19.28 9.20  0.039
C7 22.81 21.53 11.76  -0.713
H21 19.71 19.29 5.34  0.020
C8 19.29 22.17 9.85  -0.660
H22 25.28 22.87 6.08  0.066
Br7 16.30 18.87 6.30  0.572
H23 21.76 19.83 6.45  0.031
C9 19.70 21.25 8.71  -0.576
Br8 16.09 22.24 3.10  0.622
H24 22.79 20.58 9.88  0.034
Br9 19.14 21.83 6.82  0.609
C10 16.82 20.60 3.97  -0.626
Br10 15.75 22.39 8.49  0.718
H25 18.55 25.90 11.76  0.032
H26 21.01 20.83 5.12  0.021
C11 13.40 23.65 7.32  -0.668
H27 16.25 18.10 9.37  0.020
Br11 24.05 24.19 3.77  0.499
H28 22.44 22.43 11.27  0.036
C12 19.90 25.91 6.83  -0.741
Br12 18.47 28.15 8.06  0.545
H29 24.95 25.27 5.81  0.055
C13 23.51 20.82 10.67  -0.672
C14 16.57 19.86 10.40  -0.761
H30 15.48 23.79 6.46  0.050
H31 13.11 23.34 8.32  0.041
Br13 18.14 18.96 11.06  0.688
C15 19.67 27.34 6.62  -0.629
H32 17.81 20.80 4.38  0.005
H33 14.80 20.45 4.63  0.020
Br14 23.27 19.53 4.41  0.615
H34 17.10 24.13 10.63  -0.005
H35 16.91 20.39 9.51  -0.054
Br15 20.03 23.96 9.57  0.713
H36 24.07 19.98 11.08  0.061
C16 24.56 23.48 6.62  -0.575
C17 21.62 19.96 5.38  -0.788
Br16 21.37 20.35 12.37  0.661
C18 24.09 24.60 5.81  -0.615
Br17 14.71 17.97 11.50  0.590
Br18 21.18 17.08 5.24  0.533

HOMO energy: -9.66 eV
gap between HOMO and LUMO: 9.544 eV
LUMO level: -0.1137 eV

***

*ii*
ORCA calculation (ωB97M-V/def2-TZVPD) on a cluster of 9 separate species, C18H36Br18 in total.

Last column: Löwdin charge in e.
CARTESIAN COORDINATES (ANGSTROEM)
H1 20.77 -12.74 3.14  0.059
H2 19.33 -6.59 2.65  0.057
H3 12.90 -9.09 8.00  0.063
C1 19.84 -8.09 10.86  -0.677
Br1 9.41 -15.31 8.24  0.544
C2 19.39 -8.03 12.31  -0.626
C3 13.79 -1.01 9.02  -0.742
H4 20.44 -4.32 2.59  0.028
H5 5.56 -3.70 11.00  0.047
Br2 19.12 -9.87 13.16  0.508
C4 7.78 -14.14 8.43  -0.658
H6 12.97 -6.77 6.73  0.046
Br3 7.40 -7.41 13.33  0.567
Br4 16.04 0.27 7.62  0.542
C5 19.87 -12.16 3.35  -0.682
C6 7.74 -13.36 9.76  -0.652
Br5 20.59 -5.13 0.38  0.578
H7 18.47 -7.50 12.54  0.053
H8 13.96 1.12 9.12  0.043
H9 19.03 -3.63 1.79  0.054
C7 12.46 -8.13 8.27  -0.623
Br6 3.03 -2.67 8.31  0.539
Br7 21.49 -9.13 10.60  0.575
C8 6.83 -7.28 2.77  -0.592
C9 4.21 -3.83 9.41  -0.636
C10 18.70 -5.71 2.54  -0.605
H10 4.61 -8.19 14.33  0.051
Br8 4.12 -7.61 16.89  0.474
C11 19.90 -11.33 4.65  -0.615
C12 7.53 -6.99 1.44  -0.665
H11 6.94 -6.54 15.66  0.054
H12 19.02 -12.83 3.36  0.031
Br9 18.05 -10.85 5.35  0.521
H13 17.96 -5.73 1.74  0.054
Br10 13.80 -7.10 9.44  0.514
H14 8.54 -6.63 1.58  0.056
H15 3.58 -4.32 10.15  0.053
Br11 12.25 -0.83 10.14  0.654
C13 5.01 -7.42 14.99  -0.566
H16 8.57 -12.65 9.83  0.049
H17 7.90 -13.44 7.60  0.044
Br12 19.44 -11.11 1.76  0.584
H18 7.02 -6.26 0.81  0.045
H19 20.07 -7.46 12.94  0.053
H20 6.93 -8.30 15.61  0.043
H21 11.68 -7.96 6.28  0.060
C14 19.57 -4.55 1.97  -0.714
H22 11.57 -8.37 8.85  0.047
Br13 4.42 -1.35 11.14  0.503
H23 13.59 -1.75 8.24  0.058
Br14 4.80 -7.57 2.56  0.500
H24 13.55 0.72 7.59  0.050
H25 20.46 -11.86 5.43  0.055
C15 12.10 -7.33 7.06  -0.573
H26 20.00 -7.07 10.53  0.064
C16 14.16 0.33 8.40  -0.651
C17 5.22 -2.99 10.24  -0.618
Br15 6.02 -12.33 9.83  0.571
H27 20.46 -10.39 4.67  0.047
H28 4.79 -6.45 14.54  0.048
H29 14.65 -1.36 9.60  0.047
Br16 7.62 -8.59 0.27  0.559
H30 4.79 -4.47 8.74  0.058
H31 7.88 -14.02 10.61  0.055
H32 6.88 -14.76 8.43  0.047
C18 6.55 -7.40 15.13  -0.671
Br17 17.92 -4.96 4.26  0.548
H33 7.16 -8.25 3.14  0.040
H34 19.06 -8.65 10.35  0.050
H35 6.97 -6.40 3.38  0.058
H36 6.18 -2.75 9.77  0.055
Br18 10.59 -5.96 7.58  0.466

HOMO energy: -9.96 eV
gap between HOMO and LUMO: 9.759 eV
LUMO level: -0.2057 eV

***

Most stable of them? *i*.

***

*i*
ORCA calculation (ωB97M-V/def2-TZVPD) on the molecule C23H27FN2O2.

Last column: natural (NBO) charge in e.
CARTESIAN COORDINATES (ANGSTROEM)
C1 0.27 0.08 -0.75  -0.311
F1 -4.90 6.96 -0.96  -0.328
C2 -6.21 5.62 0.47  -0.297
C3 -3.99 3.97 0.86  0.018
C4 -2.82 3.05 1.05  -0.436
H1 0.47 -2.03 -0.26  0.228
N1 -1.86 0.91 0.26  -0.448
H2 4.30 0.33 -0.37  0.232
C5 3.71 -3.05 -0.02  -0.060
H3 1.94 -6.37 -0.90  0.215
H4 -2.89 2.24 -0.97  0.192
C6 5.58 -3.60 -1.64  -0.653
O1 -3.15 -0.41 1.56  -0.632
H5 -2.97 5.32 -0.47  0.224
C7 4.32 -1.71 0.32  -0.435
C8 -5.00 5.88 -0.15  0.410
H6 -7.24 4.29 1.78  0.217
C9 -2.92 1.87 0.06  -0.201
H7 6.34 -3.32 -0.92  0.217
C10 -5.20 3.69 1.49  -0.229
H8 -0.60 2.06 -0.90  0.211
H9 4.06 -5.78 -1.98  0.207
C11 2.52 -3.41 0.60  -0.206
H10 0.06 1.65 0.69  0.230
C12 -0.52 1.26 -0.16  -0.228
C13 3.63 -5.10 -1.26  -0.236
H11 4.52 -0.86 -1.68  0.194
C14 -2.07 -0.16 1.05  0.694
C15 1.88 -4.59 0.30  -0.221
C16 -0.87 -1.07 1.15  -0.509
H12 2.11 -2.75 1.35  0.211
C17 -3.90 5.08 0.03  -0.298
N2 2.58 -0.57 -1.04  -0.618
H13 2.20 -1.26 -1.66  0.400
H14 -7.05 6.28 0.30  0.229
H15 5.47 -2.78 -2.35  0.212
H16 -1.89 3.59 0.88  0.208
H17 5.41 -1.79 0.40  0.217
C18 1.74 0.21 -0.32  0.688
H18 -3.86 1.35 0.23  0.240
C19 4.28 -3.91 -0.96  0.073
O2 2.13 0.96 0.55  -0.632
H19 5.94 -4.47 -2.19  0.219
H20 -1.18 -2.02 1.58  0.239
H21 -2.82 2.65 2.06  0.225
H22 0.96 -4.85 0.79  0.216
C20 2.43 -5.44 -0.65  -0.209
C21 -0.30 -1.25 -0.26  -0.394
H23 -1.11 -1.57 -0.92  0.215
C22 4.00 -0.65 -0.75  -0.213
H24 0.24 0.11 -1.84  0.221
H25 -5.28 2.83 2.13  0.219
C23 -6.30 4.51 1.29  -0.181
H26 3.92 -1.37 1.27  0.224
H27 -0.12 -0.62 1.80  0.228

HOMO energy: -8.89 eV
gap between HOMO and LUMO: 9.489 eV
LUMO level: 0.5987 eV

***

*ii*
ORCA calculation (ωB97M-V/def2-TZVPD) on the molecule C23H27FN2O2.

Last column: natural (NBO) charge in e.
CARTESIAN COORDINATES (ANGSTROEM)
H1 3.31 -3.56 4.00  0.192
H2 -1.26 -0.59 -3.22  0.244
C1 0.68 -4.26 5.04  -0.245
H3 -4.78 4.61 -3.92  0.178
F1 -3.83 5.80 -6.04  -0.257
C2 0.57 -2.20 0.74  -0.298
H4 0.67 1.76 -0.64  0.172
C3 -1.03 -0.60 -1.11  0.165
C4 -0.82 1.48 -2.82  -0.285
N1 -1.14 2.48 -1.57  -0.436
C5 2.41 -3.32 1.21  -0.213
C6 2.13 -2.39 5.79  -0.349
O1 -0.61 -4.26 2.47  -0.636
C7 0.51 -3.61 2.55  0.612
H5 0.03 5.03 -4.38  0.162
H6 -0.72 4.51 -1.26  0.214
H7 -3.11 3.60 -2.22  0.227
C8 -2.73 4.10 -3.28  -0.211
H8 -0.46 2.78 0.38  0.160
H9 0.62 -5.49 4.79  0.237
H10 -2.52 0.12 -2.26  0.161
C9 -1.63 5.45 -5.28  -0.232
H11 -0.56 -2.26 0.94  0.231
C10 2.37 -2.85 4.17  -0.226
C11 -0.62 3.77 -1.97  -0.252
H12 0.39 1.29 -2.96  0.194
N2 1.25 -3.62 3.66  -0.401
H13 2.56 -1.97 3.58  0.217
C12 1.16 -3.19 1.51  -0.131
C13 3.03 -2.85 0.04  -0.174
H14 -0.47 -3.82 5.09  0.229
C14 2.45 -1.86 -0.90  -0.223
H15 -2.23 0.83 0.17  0.228
O2 0.44 -0.87 -1.38  -0.529
C15 -3.21 5.18 -5.24  0.413
H16 2.33 -4.55 6.40  0.179
C16 -0.31 1.92 -0.59  -0.171
H17 1.06 -3.72 7.10  0.195
C17 -0.81 4.76 -4.31  -0.183
C18 1.30 -3.95 6.27  -0.378
H18 -0.52 0.32 0.86  0.215
H19 0.37 3.78 -2.39  0.180
C19 -1.45 4.29 -3.11  -0.022
C20 -1.16 0.54 0.05  -0.426
H20 2.97 -4.04 1.66  0.205
C21 -3.49 4.82 -4.07  -0.263
H21 2.84 -1.30 -1.79  0.242
H22 1.37 -1.76 5.80  0.181
H23 3.99 -3.00 -0.29  0.204
H24 -1.46 -1.30 -0.82  0.138
C22 -1.21 0.19 -2.44  -0.397
H25 3.02 -2.16 6.32  0.212
H26 -1.32 5.73 -6.13  0.172
H27 -1.40 1.95 -3.67  0.254
C23 1.00 -1.74 -0.49  0.329

HOMO energy: -8.59 eV
gap between HOMO and LUMO: 8.996 eV
LUMO level: 0.4093 eV

***

Most stable of them? *i*.

***

*i*
ORCA calculation (ωB97M-V/def2-TZVPD) on the ion C3H12NP2 with charge +1.

Last column: natural (NBO) charge in e.
CARTESIAN COORDINATES (ANGSTROEM)
H1 -2.42 -1.55 1.07  -0.010
H2 -0.51 -0.94 -0.89  0.457
H3 -0.61 1.77 1.34  -0.049
H4 1.43 0.04 -2.55  0.219
H5 1.12 -0.99 -0.46  0.442
P1 -1.15 -2.12 1.24  0.305
C1 -0.32 -0.43 1.08  -0.594
H6 2.24 1.58 -2.16  0.256
N1 0.26 -0.45 -0.36  -0.554
H7 0.46 -0.27 1.89  0.269
H8 2.81 0.22 -1.48  0.225
H9 1.16 1.44 0.12  0.232
H10 -1.68 0.86 2.76  0.021
C2 0.81 0.92 -0.71  -0.210
H11 -1.29 -2.28 2.57  0.023
H12 -0.12 1.49 -1.15  0.233
C3 1.85 0.67 -1.86  -0.631
P2 -1.64 0.92 1.38  0.366

charge: +1
HOMO energy: -13.76 eV
gap between HOMO and LUMO: 10.443 eV
LUMO level: -3.3133 eV

***

*ii*
ORCA calculation (ωB97M-V/def2-TZVPD) on the ion C3H12NP2 with charge +1.

Last column: natural (NBO) charge in e.
CARTESIAN COORDINATES (ANGSTROEM)
H1 1.57 -1.31 0.52  0.275
H2 -2.23 -0.30 -0.33  0.225
H3 1.55 0.96 -0.80  0.236
P1 0.89 -1.06 -1.90  0.315
C1 0.81 1.32 0.08  -0.419
N1 -0.12 0.22 0.42  -0.496
H4 1.40 1.40 0.97  0.219
H5 0.28 2.20 -0.16  0.238
H6 -0.10 -2.01 0.01  0.263
H7 -1.47 -0.61 2.20  -0.007
H8 0.75 -2.42 -1.83  0.001
C2 0.58 -1.07 -0.08  -0.568
C3 -1.56 0.48 -0.49  -0.350
H9 -0.97 1.36 2.41  0.006
H10 2.29 -1.27 -1.81  0.013
H11 -1.42 0.71 -1.47  0.234
H12 -2.04 1.32 0.01  0.228
P2 -0.22 0.08 2.26  0.588

charge: +1
HOMO energy: -14.15 eV
gap between HOMO and LUMO: 10.464 eV
LUMO level: -3.6889 eV

***

Most stable of them? *i*.

***

*i*
ORCA calculation (ωB97M-V/def2-TZVPD) on a cluster of 2 separate species, C3H3BrF2 in total.

Last column: natural (NBO) charge in e.
CARTESIAN COORDINATES (ANGSTROEM)
H1 -1.39 -0.60 -0.28  0.203
Br1 1.31 0.74 2.12  0.034
F1 -0.53 -1.15 1.84  -0.359
C1 -0.63 0.05 -0.49  -0.132
F2 1.27 -1.53 0.78  -0.313
C2 -0.22 0.87 -1.42  -0.442
C3 0.47 -0.59 1.11  0.556
H2 0.77 1.18 -1.55  0.230
H3 -1.06 1.03 -2.12  0.224

HOMO energy: -9.79 eV
gap between HOMO and LUMO: 10.574 eV
LUMO level: 0.7886 eV

***

*ii*
ORCA calculation (ωB97M-V/def2-TZVPD) on the molecule C3H3BrF2.

Last column: natural (NBO) charge in e.
CARTESIAN COORDINATES (ANGSTROEM)
F1 0.84 -1.73 -1.27  -0.345
H1 -0.07 2.53 0.56  0.218
C1 0.26 0.64 -0.40  -0.194
H2 -0.60 0.97 1.52  0.218
C2 0.03 -1.22 -0.32  0.601
F2 -1.18 -1.44 -0.69  -0.313
H3 0.48 0.87 -1.36  0.198
C3 -0.20 1.39 0.59  -0.401
Br1 0.45 -2.01 1.37  0.018

HOMO energy: -10.64 eV
gap between HOMO and LUMO: 11.386 eV
LUMO level: 0.7455 eV

***

Most stable of them? *ii*.